(1)
C27H23F8IrN4O4PS | wB97M-V/def2-TZVPD

Each line ends with the Mulliken spin population.
Element x y z (Å)
Ir1 0.27929 -0.68601 -0.43656  0.71
F1 -0.93506 -2.51488 0.62071  0.03
P1 -1.93743 -3.11251 -0.59437  0.00
F2 -3.17135 -3.01668 0.38344  0.00
F3 -2.14730 -1.51690 -1.00048  0.01
F4 -0.58571 -3.08866 -1.56390  0.01
F5 -2.81477 -3.56851 -1.82382  0.00
F6 -1.58848 -4.58773 -0.15159  0.00
F7 -0.72728 2.84568 5.61750  0.00
C1 -0.96655 1.70670 4.95230  0.00
C2 -1.74797 1.68969 3.87461  0.00
N1 -1.99516 0.52404 3.16910  0.00
C3 -2.44008 0.58104 1.76930  0.00
C4 -1.45832 1.42342 0.95132  0.01
O1 -1.30209 2.59324 1.28379  0.00
O2 -0.84441 0.93761 -0.08384  -0.01
C5 -1.65995 -0.70900 3.71228  0.00
O3 -2.05202 -1.76217 3.27598  0.00
N2 -0.82771 -0.63504 4.81995  0.00
C6 -0.30251 0.49771 5.42304  0.00
O4 0.59666 0.44073 6.23435  0.00
H1 -2.18516 2.59703 3.48807  0.00
H2 -3.40889 1.07889 1.71089  0.00
H3 -2.52316 -0.43726 1.40204  0.00
H4 -0.46817 -1.52401 5.13723  0.00
C7 3.41067 0.26142 3.99934  0.00
N3 2.71381 1.31927 3.27479  0.01
C8 2.91672 2.67859 3.44150  0.00
C9 2.01032 3.31089 2.67324  0.00
N4 1.26198 2.33406 2.04740  0.00
C10 1.67704 1.11896 2.43438  0.01
S1 1.07631 -0.44000 2.05982  0.13
H5 4.35941 0.65393 4.35405  0.00
H6 3.57631 -0.57812 3.32932  0.00
H7 2.80529 -0.06945 4.84275  0.00
H8 3.67522 3.06451 4.09827  0.00
H9 1.82561 4.35860 2.52107  0.00
H10 0.38283 2.50075 1.54280  0.00
C11 4.55996 -3.84896 -0.73056  -0.01
C12 3.17020 -3.96328 -0.48619  0.01
C13 2.40002 -2.84270 -0.40503  0.01
C14 2.97229 -1.54953 -0.57561  -0.03
C15 2.19841 -0.35795 -0.51769  0.11
C16 2.78350 0.86862 -0.57723  -0.05
C17 4.18268 0.97482 -0.76393  -0.02
C18 4.95090 -0.14474 -0.88495  0.03
C19 4.36615 -1.43670 -0.79180  0.00
C20 5.13761 -2.62265 -0.87530  0.01
H11 5.16568 -4.74431 -0.78723  0.00
H12 2.72002 -4.93892 -0.35831  0.00
H13 1.33850 -2.95025 -0.19188  0.00
H14 2.18273 1.76856 -0.50089  0.00
H15 4.63600 1.95699 -0.81533  0.00
H16 6.02000 -0.06328 -1.04198  0.00
H17 6.20446 -2.53855 -1.04867  0.00
F8 2.83960 4.24030 -4.24122  0.00
C21 2.17091 3.15424 -3.80452  -0.01
C22 2.74134 1.91010 -3.97409  0.00
C23 2.03769 0.79973 -3.53533  -0.01
C24 0.78002 0.92924 -2.94889  0.02
C25 0.00987 -0.25986 -2.55668  0.05
C26 0.24927 2.20736 -2.77293  -0.01
C27 0.94184 3.33019 -3.19766  0.00
H18 3.71416 1.81956 -4.43849  0.00
H19 2.46678 -0.19002 -3.64697  0.00
H20 0.35225 -1.22567 -2.91607  0.00
H21 -1.05931 -0.14375 -2.42779  -0.01
H22 -0.71309 2.31115 -2.28701  0.00
H23 0.54130 4.32793 -3.07655  0.00

Cartesian forces (eV/Å) of the 2 atoms listed first:
Ir -1.2 -0.5 0.6
F 0.0 -0.1 0.2

LUMO energy (alpha / beta), eV: -2.124 / -2.664
Charge: 0
2S+1: 2
Relative energy (zero: lowest compared OMol25 entry of this formula, charge and spin), kcal per mole: 0.0

=====

(2)
C27H23N3O3PPdS2 | wB97M-V/def2-TZVPD

Each line ends with the Löwdin charge.
Element x y z (Å)
Pd1 -0.62417 0.93930 0.45265  0.59
C1 4.17679 1.59916 -0.04638  0.00
N1 3.15640 2.61642 0.17701  -0.10
C2 3.24539 3.94307 -0.19771  -0.01
C3 2.09284 4.53964 0.14799  0.00
N2 1.29209 3.56612 0.73862  0.01
C4 1.96855 2.38436 0.75298  -0.63
S1 1.47457 0.87526 1.38525  0.73
C5 0.03128 3.82726 1.34654  -0.24
C6 -0.16938 5.03728 1.98398  0.02
C7 -1.41277 5.28547 2.54422  -0.01
C8 -2.39100 4.30758 2.46638  -0.01
C9 -2.09180 3.11950 1.83036  -0.06
N3 -0.90155 2.88627 1.26038  0.02
H1 5.00758 2.06605 -0.56692  0.10
H2 3.75832 0.79849 -0.65282  0.07
H3 4.51908 1.19806 0.90467  0.10
H4 4.11611 4.33467 -0.69178  0.14
H5 1.74933 5.54594 -0.00177  0.13
H6 0.63259 5.75648 2.05895  0.12
H7 -1.60266 6.22306 3.04789  0.12
H8 -3.37151 4.44885 2.89608  0.12
H9 -2.81033 2.31246 1.77019  0.10
O1 -4.80144 0.57768 -0.08055  -0.27
S2 -3.44905 0.16496 0.13143  0.46
O2 -3.04691 -0.09841 1.50672  -0.34
O3 -2.47217 1.10548 -0.52835  -0.45
C10 -3.20786 -1.35067 -0.76714  -0.25
C11 -4.32967 -1.99767 -1.25662  -0.03
C12 -4.19211 -3.19077 -1.95137  -0.04
C13 -2.93475 -3.73222 -2.16053  -0.05
C14 -1.81227 -3.08086 -1.67329  -0.08
C15 -1.93097 -1.88405 -0.97187  -0.30
P1 -0.39773 -1.16569 -0.29612  0.99
C16 0.10567 -2.30021 1.00852  -0.36
C17 -0.34377 -2.03128 2.29999  -0.10
C18 -0.07060 -2.92098 3.32733  -0.06
C19 0.64934 -4.07824 3.06788  -0.06
C20 1.09015 -4.35308 1.78003  -0.06
C21 0.81598 -3.47118 0.74762  -0.09
C22 0.78299 -1.23765 -1.66687  -0.35
C23 2.14529 -1.42495 -1.43341  -0.12
C24 3.04245 -1.37357 -2.48851  -0.08
C25 2.59138 -1.11699 -3.77703  -0.06
C26 1.23940 -0.91054 -4.01033  -0.06
C27 0.33642 -0.96921 -2.95961  -0.08
H10 -5.30082 -1.55217 -1.09277  0.12
H11 -5.07048 -3.69412 -2.33230  0.12
H12 -2.82336 -4.66099 -2.70351  0.11
H13 -0.83356 -3.51124 -1.84617  0.11
H14 -0.93102 -1.14110 2.49561  0.08
H15 -0.42614 -2.71228 4.32710  0.11
H16 0.86228 -4.77268 3.86965  0.11
H17 1.64576 -5.25891 1.57719  0.11
H18 1.16139 -3.69807 -0.25348  0.10
H19 2.50498 -1.62334 -0.43055  0.10
H20 4.09553 -1.54753 -2.30698  0.11
H21 3.29347 -1.08427 -4.59955  0.11
H22 0.88420 -0.70793 -5.01161  0.11
H23 -0.71777 -0.80600 -3.14735  0.12

Cartesian forces (eV/Å) of the 2 atoms listed first:
Pd -0.3 0.1 -0.2
C 0.0 0.0 0.0

LUMO energy, eV: -3.268
Charge: +1
2S+1: 1

=====

(3)
C27H23N5O3S | wB97M-V/def2-TZVPD

Each line ends with the Löwdin charge.
Element x y z (Å)
S1 -4.75954 -4.68215 -2.49388  0.59
C1 -3.55162 -3.64801 -2.03025  -0.89
N1 -3.87179 -2.45268 -1.48402  0.05
C2 -3.05738 -1.32774 -1.26049  -0.28
C3 -3.14436 -0.64045 -0.05275  -0.02
C4 -2.26717 0.37755 0.24163  -0.02
C5 -1.26711 0.76177 -0.66309  -0.23
N2 -0.28646 1.65482 -0.27433  -0.08
C6 0.87377 1.91642 -1.10090  -0.14
C7 0.62559 3.11588 -2.02376  -0.18
O1 0.28961 4.25967 -1.26769  -0.13
C8 -0.84026 4.02401 -0.45866  -0.18
C9 -0.61189 2.84020 0.49360  -0.13
C10 -1.26250 0.13393 -1.91551  -0.01
C11 -2.14234 -0.88636 -2.20967  -0.02
N3 -2.25627 -4.02230 -2.23329  0.06
C12 -1.10056 -3.48092 -1.67506  -0.26
C13 0.04965 -3.36024 -2.48870  -0.01
C14 1.13933 -2.66076 -2.05852  0.00
C15 1.11913 -2.03687 -0.79474  -0.21
N4 2.16182 -1.29609 -0.38602  0.20
C16 2.08242 -0.68066 0.77490  -0.13
C17 3.28003 0.01280 1.19843  -0.22
C18 4.30862 0.50449 0.42930  -0.01
C19 5.24569 1.05053 1.32895  -0.05
C20 4.73159 0.84124 2.57473  -0.10
O2 3.55020 0.21777 2.50580  0.05
C21 0.87611 -0.73944 1.55189  -0.12
C22 0.59968 0.11835 2.68283  -0.22
C23 -0.36218 -0.02991 3.65438  0.00
C24 -0.27184 1.11126 4.47577  -0.05
C25 0.72264 1.87652 3.94189  -0.11
O3 1.25112 1.28824 2.86185  0.03
N5 -0.09906 -1.55611 1.21735  0.21
C26 -0.00510 -2.22834 0.05731  -0.19
C27 -1.08578 -3.00932 -0.38105  0.04
H1 -4.84466 -2.37876 -1.21688  0.13
H2 -3.87777 -0.94217 0.68029  0.12
H3 -2.32459 0.83889 1.21422  0.10
H4 1.15209 1.02751 -1.66474  0.11
H5 1.70100 2.16178 -0.42428  0.13
H6 1.52639 3.37530 -2.58179  0.13
H7 -0.18806 2.88444 -2.72881  0.12
H8 -1.01035 4.94600 0.09959  0.13
H9 -1.71820 3.81282 -1.09066  0.13
H10 -1.50050 2.68333 1.10062  0.12
H11 0.23524 3.06488 1.14982  0.12
H12 -0.56131 0.43301 -2.67809  0.11
H13 -2.10890 -1.35549 -3.18166  0.13
H14 -2.15363 -4.79909 -2.87312  0.12
H15 0.03582 -3.80254 -3.47446  0.12
H16 2.01603 -2.54255 -2.67562  0.11
H17 4.36197 0.47475 -0.63870  0.11
H18 6.17266 1.52852 1.08719  0.10
H19 5.10446 1.07764 3.55202  0.12
H20 -1.02789 -0.86140 3.75107  0.11
H21 -0.86136 1.33550 5.34098  0.10
H22 1.12801 2.82669 4.23052  0.13
H23 -1.92023 -3.15613 0.28425  0.13

Cartesian forces (eV/Å) of the 2 atoms listed first:
S -0.4 -0.4 -0.2
C -0.3 -0.2 -0.1

LUMO energy, eV: -0.569
Structure (SMILES): S=C(Nc1ccc(N2CCOCC2)cc1)Nc1ccc2nc(-c3ccco3)c(-c3ccco3)nc2c1
Charge: 0
2S+1: 1
Relative energy (zero: lowest compared OMol25 entry of this formula, charge and spin), kcal per mole: 33.5

=====

(4)
C27H23NO3S | wB97M-V/def2-TZVPD

Each line ends with the Löwdin charge.
Element x y z (Å)
C1 0.50712 2.71446 3.39706  -0.27
S1 1.53618 1.58406 2.34753  1.13
C2 2.15471 0.54640 3.80037  -0.21
C3 0.32498 0.47117 1.39855  -0.36
C4 -1.07648 0.73046 1.96398  -0.26
C5 -1.76677 -0.20960 2.72426  0.00
C6 -3.08776 0.09250 3.03125  0.00
C7 -3.64721 1.31862 2.61878  -0.22
C8 -4.84955 1.74120 3.28566  -0.18
N1 -5.89065 2.15642 3.62200  0.16
C9 -2.94147 2.26284 1.85671  -0.01
C10 -1.62392 1.95974 1.53858  -0.11
H1 0.18749 3.58408 2.75808  0.07
H2 -0.41432 2.20475 3.85128  0.08
H3 1.16429 3.07419 4.23120  0.07
H4 2.67680 -0.32938 3.38432  0.05
H5 2.93806 1.09566 4.37969  0.07
H6 1.27826 0.26070 4.43109  0.07
H7 0.75329 -0.45417 1.75488  0.11
H8 -1.27914 -1.14413 3.03303  0.14
H9 -3.68395 -0.65939 3.55419  0.13
H10 -3.40690 3.20908 1.47953  0.15
H11 -1.05037 2.67961 0.94432  0.13
C11 -3.49880 -3.11715 -3.96650  -0.09
O1 -3.84520 -2.08898 -3.07319  -0.09
C12 -2.97822 -1.71870 -2.07684  -0.25
C13 -1.76231 -2.39824 -1.81665  -0.01
C14 -0.76418 -1.75689 -1.07490  -0.01
C15 -0.90000 -0.40287 -0.64531  -0.16
C16 0.30503 0.29612 -0.09797  -0.24
C17 1.52705 -0.03966 -0.83685  -0.11
C18 2.81377 -0.12785 -0.22039  -0.35
O2 3.07314 -0.18240 0.99368  -0.07
C19 3.78590 -0.25558 -1.33236  -0.10
C20 3.09029 -0.25924 -2.55920  -0.09
C21 3.77292 -0.33849 -3.76294  -0.02
C22 5.15519 -0.50509 -3.71939  -0.08
C23 5.86152 -0.44907 -2.49616  -0.08
C24 5.17643 -0.27981 -1.29550  -0.02
C25 1.62415 -0.06520 -2.30459  -0.31
O3 0.77755 0.05381 -3.19775  0.06
C26 -2.19330 0.16664 -0.74437  -0.02
C27 -3.22476 -0.48511 -1.41131  0.01
H12 -4.40584 -3.22177 -4.53842  0.09
H13 -2.68711 -2.83339 -4.62790  0.10
H14 -3.26050 -4.05550 -3.47889  0.08
H15 -1.53401 -3.38410 -2.28174  0.11
H16 0.16354 -2.30737 -0.81529  0.13
H17 0.27671 1.46701 -0.04064  0.16
H18 3.18535 -0.29697 -4.68749  0.12
H19 5.68833 -0.68713 -4.64080  0.09
H20 6.94510 -0.54656 -2.50123  0.10
H21 5.69727 -0.16952 -0.33407  0.12
H22 -2.45157 1.08046 -0.23662  0.08
H23 -4.21610 0.01935 -1.56476  0.13

Cartesian forces (eV/Å) of the 2 atoms listed first:
C -0.8 0.2 0.3
S 0.6 0.2 0.9

LUMO energy, eV: -0.536
Charge: 0
2S+1: 1